Record 1
16
Properties=species:S:1:pos:R:3:forces:R:3:lowdin_charge:R:1 method="wB97M-V/def2-TZVPD" energy_ev=-12928.0162 homo_ev=-7.7 smiles="C[C@@H]1OC1=O.NC=C=O" fmax_ev_per_a=2.77 relative_energy_kcal_mol=96.1
O -1.532 -1.176 1.010 0.965 -0.138 1.512 0.136
O 3.859 2.399 -0.967 -0.530 0.174 0.163 0.140
O 0.154 -0.806 -0.624 0.520 0.459 0.900 0.146
N 3.025 -0.728 0.204 -0.058 -0.094 -0.186 0.017
C -3.247 0.388 -0.010 0.016 -0.345 0.132 -0.034
C 3.278 1.642 -0.288 0.685 -0.525 -0.340 -0.192
C -0.887 -0.761 -0.056 -1.615 -1.145 -1.943 -0.444
C 2.844 0.660 0.470 0.125 0.316 0.559 -0.223
C -2.346 -0.805 -0.169 -0.251 0.936 -0.441 -0.173
H -3.531 0.752 -0.995 0.104 0.142 -0.047 0.086
H -4.167 0.106 0.500 -0.021 -0.044 0.080 0.082
H 3.459 -0.879 -0.700 -0.082 -0.072 0.132 0.080
H 2.120 -1.191 0.213 0.162 0.064 -0.256 0.040
H -2.794 -1.681 -0.627 0.099 -0.006 -0.082 0.145
H 2.525 0.911 1.471 -0.147 0.179 -0.059 0.105
H -2.760 1.170 0.567 0.027 0.099 -0.125 0.089



Record 2
62
Properties=species:S:1:pos:R:3:forces:R:3:lowdin_charge:R:1 method="wB97M-V/def2-TZVPD" charge=+2 energy_ev=-56422.1197 homo_ev=-13.4 fmax_ev_per_a=2.58
Sr 0.035 5.196 1.021 0.505 2.521 0.256 1.841
S -2.752 -2.313 -3.715 0.194 0.273 0.369 0.443
P -2.398 -0.788 -2.610 -0.401 -1.076 -0.694 0.244
O -1.528 0.376 -3.262 0.386 0.266 0.192 -0.176
O -1.314 0.134 -0.364 -0.327 -0.396 0.053 -0.083
O -3.142 -4.038 -0.168 0.138 0.188 0.037 0.222
O -1.071 -3.323 -0.694 0.232 -0.121 -0.393 0.143
O -3.697 0.036 -2.173 -0.080 -0.026 0.160 -0.170
O -2.663 -1.819 -0.237 -0.141 -0.239 0.095 0.073
O 3.932 -1.145 0.684 -0.189 0.539 0.113 0.085
N 0.350 -1.769 0.393 -0.428 -0.231 0.033 0.047
N 2.800 0.192 -0.800 0.036 0.237 0.287 0.025
C -1.446 1.975 1.021 -0.115 -0.431 -0.473 -0.307
C -2.135 2.588 2.241 0.651 0.564 0.271 -0.339
C 0.654 -1.650 2.826 -0.280 -0.254 -0.217 -0.045
C -0.417 -2.034 -0.799 -0.256 0.166 0.058 -0.375
C 5.130 0.736 -0.174 -0.325 -0.001 -0.473 0.000
C -2.352 -3.187 -0.366 -0.483 -0.148 0.395 -0.551
C 0.467 -1.912 -2.030 0.481 -0.298 0.076 -0.101
C 2.908 -1.542 -2.660 0.151 0.356 0.128 -0.160
C 1.912 -2.404 -1.886 0.180 -0.087 -0.389 -0.161
C -1.186 3.658 2.894 -0.048 -0.811 -0.583 -0.111
C -0.372 -1.758 1.680 0.688 0.231 0.251 -0.205
C -2.477 1.524 3.282 -0.672 -0.036 -0.234 -0.026
C -1.031 2.976 -0.074 -0.108 -0.170 0.732 -0.099
C 2.895 -0.061 -2.245 -0.341 0.204 -0.032 -0.201
C 3.936 -0.170 -0.039 -0.062 -0.569 0.120 -0.517
C -1.669 -1.124 -0.914 0.725 0.960 -0.416 -0.458
C -2.283 0.899 0.316 0.034 0.515 0.216 -0.156
H 1.997 -3.423 -2.261 -0.062 -0.107 0.082 0.129
H 4.793 1.740 -0.418 0.087 0.138 0.092 0.071
H -3.028 3.129 1.927 -0.228 -0.136 -0.012 0.152
H -0.176 3.484 2.482 0.211 -0.239 0.395 0.026
H 0.410 -0.830 3.499 0.068 0.108 0.056 0.058
H 0.488 -0.848 -2.256 -0.046 0.155 0.030 0.093
H 1.974 -0.231 -0.384 0.066 -0.459 -0.125 0.083
H -1.000 -0.878 1.700 -0.337 -0.091 -0.027 0.077
H -1.115 0.037 -4.069 -0.048 0.106 -0.093 0.086
H 2.034 0.434 -2.697 -0.028 0.075 -0.088 0.098
H -0.534 1.460 1.336 0.021 -0.064 0.217 0.158
H -1.061 3.492 3.958 -0.144 0.350 0.164 0.109
H 0.008 -2.407 -2.882 -0.216 -0.030 0.042 0.104
H -0.968 -2.656 1.832 -0.285 0.006 -0.098 0.127
H 3.908 -1.948 -2.507 0.061 -0.079 0.005 0.119
H 5.725 0.399 -1.022 0.247 -0.076 0.084 0.093
H -0.074 3.444 0.213 0.032 -1.747 -0.998 -0.056
H 0.997 -2.549 0.458 0.275 0.206 -0.031 0.128
H -1.822 3.736 -0.165 0.001 0.178 -0.371 0.104
H 1.653 -1.506 2.423 0.131 0.105 0.045 0.065
H 3.767 0.458 -2.638 0.124 -0.022 -0.025 0.116
H -0.834 2.484 -1.022 -0.074 0.003 -0.147 0.118
H -2.980 1.373 -0.380 -0.177 -0.102 0.001 0.133
H -4.439 -0.590 -2.195 -0.161 0.229 0.023 0.096
H 2.259 -2.415 -0.860 -0.010 -0.028 0.130 0.085
H -1.527 4.690 2.705 -0.240 -0.004 0.495 0.045
H -3.440 1.073 3.049 -0.007 -0.083 -0.026 0.101
H -1.749 0.717 3.295 0.226 0.050 0.161 0.088
H 2.722 -1.567 -3.735 -0.034 -0.113 -0.074 0.120
H -2.594 1.959 4.269 0.118 -0.029 0.130 0.094
H 0.652 -2.557 3.423 0.114 -0.061 0.075 0.081
H 5.718 0.719 0.734 0.147 -0.088 0.026 0.088
H -2.852 0.327 1.044 0.023 -0.278 -0.077 0.133